# 1
The following is a quantum chemistry calculation of a cluster of 13 separate species, C36H63Cl2N14O3P2 in total in a non-equilibrium geometry, from the Open Molecules 2025 dataset.

CARTESIAN COORDINATES (ANGSTROEM)
C -0.89 -1.74 5.55
C 0.64 -1.83 6.01
C 1.67 -2.31 4.84
Cl 2.99 -3.22 5.80
C 2.27 -1.12 3.95
C 1.52 0.29 4.02
Cl 2.54 1.68 3.30
N 0.22 0.32 3.29
C 0.00 -0.82 2.37
C 1.34 -1.31 1.58
C 0.86 -2.46 0.61
C 0.56 -2.01 -0.92
C -0.30 -0.68 -1.07
C 0.13 -0.03 -2.51
C -1.90 -0.93 -1.20
N 2.52 -1.49 2.48
P 3.45 -3.01 2.39
P 4.70 -2.69 0.59
O 3.88 -2.18 -0.62
O 5.85 -1.44 0.96
O 5.58 -4.08 0.17
H -1.18 -0.68 5.25
H -1.18 -2.51 4.76
H -1.54 -1.99 6.47
H 0.68 -2.66 6.81
H 1.02 -0.89 6.56
H 1.07 -3.02 4.17
H 3.33 -0.92 4.36
H 1.31 0.65 5.09
H 0.12 1.23 2.80
H -0.81 -0.49 1.63
H -0.41 -1.77 2.86
H 1.57 -0.40 0.90
H 1.50 -3.40 0.50
H -0.17 -2.84 0.99
H 1.50 -1.97 -1.56
H -0.08 -2.87 -1.35
H -0.10 0.14 -0.31
H 1.24 0.25 -2.44
H -0.51 0.86 -2.79
H 0.09 -0.90 -3.26
H -2.39 -0.34 -0.34
H -2.28 -0.43 -2.16
H -2.19 -2.03 -1.15
H 3.22 -0.76 2.20
H 4.44 -3.08 3.44
H 5.50 -0.59 0.58
H 6.54 -3.86 0.29
C -5.29 1.65 0.17
C -4.64 0.43 0.66
N -4.13 -0.53 1.03
H -4.61 2.27 -0.42
H -6.15 1.42 -0.46
H -5.65 2.27 1.00
C -7.75 5.08 0.57
C -7.47 4.21 -0.58
N -7.27 3.52 -1.48
H -8.72 4.87 1.01
H -7.00 4.95 1.36
H -7.74 6.14 0.28
C 7.26 -4.17 -2.72
C 8.40 -4.16 -3.65
N 9.29 -4.15 -4.38
H 7.55 -4.58 -1.74
H 6.87 -3.17 -2.55
H 6.44 -4.78 -3.10
C 2.57 4.48 0.18
C 1.60 3.51 -0.33
N 0.83 2.74 -0.72
H 3.58 4.06 0.19
H 2.60 5.38 -0.44
H 2.34 4.79 1.20
C -3.61 5.30 -2.78
C -3.49 4.48 -1.57
N -3.40 3.84 -0.61
H -3.25 6.32 -2.61
H -3.03 4.88 -3.61
H -4.65 5.37 -3.12
C 7.48 -0.69 -2.70
C 7.39 0.73 -3.02
N 7.32 1.86 -3.26
H 6.51 -1.10 -2.43
H 7.85 -1.27 -3.55
H 8.16 -0.88 -1.86
C -2.39 2.61 4.92
C -2.27 1.75 6.11
N -2.18 1.08 7.05
H -2.03 3.62 5.12
H -1.80 2.21 4.09
H -3.43 2.68 4.58
C 12.19 -2.14 -4.84
C 13.17 -1.29 -4.16
N 13.95 -0.62 -3.63
H 12.19 -1.98 -5.92
H 12.39 -3.20 -4.67
H 11.17 -1.95 -4.48
C -10.59 1.51 -0.57
C -9.57 1.57 0.49
N -8.77 1.61 1.32
H -10.16 1.15 -1.51
H -11.40 0.83 -0.30
H -11.02 2.49 -0.76
C 6.08 -8.18 -4.37
C 5.99 -6.75 -4.68
N 5.93 -5.62 -4.93
H 5.10 -8.58 -4.10
H 6.44 -8.75 -5.22
H 6.75 -8.36 -3.53
C -9.11 7.52 -2.86
C -8.93 7.74 -1.42
N -8.79 7.90 -0.29
H -9.60 8.38 -3.34
H -8.15 7.38 -3.37
H -9.72 6.64 -3.07
C -7.30 -1.66 0.13
C -8.19 -1.69 -1.03
N -8.89 -1.71 -1.95
H -6.70 -0.75 0.15
H -7.86 -1.70 1.07
H -6.61 -2.51 0.13

Properties
Net charge: +1
Highest occupied orbital energy in eV: -12.30

=====

# 2
The following is a quantum chemistry calculation of the molecule C2HClF2O2 in a non-equilibrium geometry, from the Open Molecules 2025 dataset.

CARTESIAN COORDINATES (ANGSTROEM)
C -0.47 0.48 -0.34
C 0.20 -0.73 0.29
O 1.28 1.82 -0.28
O 0.06 1.60 -0.67
F -0.19 -1.95 -0.16
F -0.21 -0.60 1.61
Cl -2.09 0.07 -0.78
H 1.41 -0.69 0.33

Properties
Highest occupied orbital energy (spin up / spin down) in eV: -9.87 / -9.98
Relative energy (zero: lowest compared OMol25 entry of this formula, charge and spin) in eV: 5.6736

=====

# 3
The following is a quantum chemistry calculation of a cluster of 2 separate species, C5H8O2 in total in a non-equilibrium geometry, from the Open Molecules 2025 dataset.

CARTESIAN COORDINATES (ANGSTROEM)
O 2.73 0.44 0.67
C 1.80 -0.41 0.03
C 0.45 0.08 0.36
C -0.42 0.46 -0.56
C -1.74 1.12 -0.27
C -1.33 -2.06 -0.08
O -2.13 -2.44 -0.79
H 3.59 0.03 0.61
H 1.91 -1.45 0.38
H 1.94 -0.42 -1.07
H 0.15 0.04 1.41
H -1.34 2.10 -0.45
H -0.13 0.59 -1.60
H -2.57 0.90 -0.96
H -2.10 1.04 0.77

Properties
Highest occupied orbital energy in eV: -9.21
Relative energy (zero: lowest compared OMol25 entry of this formula, charge and spin) in eV: 1.9436

=====

# 4
The following is a quantum chemistry calculation of the molecule C5H9N3 in a non-equilibrium geometry, from the Open Molecules 2025 dataset.

CARTESIAN COORDINATES (ANGSTROEM)
C 2.94 -0.23 -0.09
N 1.83 0.58 -0.23
N 0.59 0.25 0.05
C -0.51 1.33 0.34
C -1.45 0.58 -0.44
N -2.75 -0.18 -0.09
C -1.36 -0.76 0.33
C 0.12 -1.17 -0.01
H 2.71 -1.16 0.67
H 3.99 0.29 -0.33
H -0.33 2.54 -0.03
H -0.85 1.26 1.52
H -1.11 0.53 -1.54
H -3.05 -0.34 -0.98
H -1.42 -0.18 1.28
H 0.56 -1.75 0.72
H 0.09 -1.59 -1.19

Properties
Highest occupied orbital energy in eV: -7.97
SMILES string: C=NN1C[C@@H]2N[C@H]2C1
Relative energy (zero: lowest compared OMol25 entry of this formula, charge and spin) in eV: 9.5594